{
  "formula": "C4H12N2O",
  "method": "ωB97M-V/def2-TZVPD",
  "lumo_ev": 0.92,
  "largest_force_ha_per_bohr": 0.098,
  "total_energy_ha": -344.25960,
  "homo_ev": -8.411,
  "de_lowest_kj_mol": 329.31,
  "smiles": "C[C@@H](CO)NCN",
  "elements": ["C", "C", "C", "O", "N", "C", "N", "H", "H", "H", "H", "H", "H", "H", "H", "H", "H", "H", "H"],
  "positions_angstrom": [[0.84502, 1.55389, 0.46870], [0.72645, 0.15447, 0.11118], [1.45865, -0.97301, 0.95570], [2.86371, -0.77721, 0.85806], [-0.69642, -0.25431, 0.08506], [-1.86185, 0.30780, -1.07745], [-2.75433, -0.75026, -0.97991], [0.14956, 2.22875, -0.09253], [0.62089, 1.67796, 1.50157], [1.83802, 1.85564, 0.25165], [1.22849, 0.09210, -0.86367], [1.25702, -1.92808, 0.59179], [1.06420, -0.87626, 1.94825], [3.32850, -1.20914, 0.09910], [-0.90285, -0.37797, 1.07911], [-2.19571, 1.23614, -0.63421], [-1.32178, 0.50081, -2.03634], [-2.30803, -1.50138, -0.49127], [-3.33954, -0.95992, -1.77478]]
}

=====

{
  "formula": "C4H12N2O",
  "method": "ωB97M-V/def2-TZVPD",
  "lumo_ev": [-3.01, -8.96],
  "largest_force_ha_per_bohr": 0.077,
  "s_squared": 0.755,
  "total_energy_ha": -343.99719,
  "homo_ev": [-14.244, -14.236],
  "total_charge": 1,
  "de_lowest_kj_mol": 171.48,
  "spin_multiplicity": 2,
  "elements": ["N", "C", "C", "C", "O", "C", "N", "H", "H", "H", "H", "H", "H", "H", "H", "H", "H", "H", "H"],
  "positions_angstrom": [[-0.26313, 1.95637, -0.11173], [-0.32219, 0.53661, -0.00448], [0.86178, -0.10864, -0.81185], [0.68609, -1.49222, -1.42475], [-0.09899, -1.48110, -2.61696], [-0.28954, -0.07430, 1.40882], [-1.18844, 0.69453, 2.30790], [-0.69691, 2.42842, 0.70036], [0.72428, 2.24134, -0.12417], [-1.29932, 0.26999, -0.43793], [0.87388, 0.54479, -1.68831], [1.79260, -0.06239, -0.26832], [1.63494, -1.97696, -1.69034], [0.23613, -2.18029, -0.69733], [0.36957, -0.90025, -3.21170], [-0.60618, -1.10152, 1.30292], [0.68342, -0.02962, 1.91076], [-2.13566, 0.33198, 2.19891], [-0.96232, 0.40327, 3.25822]]
}

=====

{
  "formula": "C4H12N2O2",
  "method": "ωB97M-V/def2-TZVPD",
  "lumo_ev": [3.17, 3.17],
  "largest_force_ha_per_bohr": 0.096,
  "s_squared": 0.750,
  "total_energy_ha": -419.48341,
  "homo_ev": [1.190, -5.525],
  "total_charge": -1,
  "de_lowest_kj_mol": 326.95,
  "spin_multiplicity": 2,
  "elements": ["N", "C", "C", "C", "N", "C", "O", "H", "H", "H", "H", "H", "H", "H", "H", "H", "H", "H", "H", "O"],
  "positions_angstrom": [[1.75204, -1.50125, -0.69022], [1.79130, -0.02500, -0.70508], [2.61953, 0.62035, 0.41535], [0.31641, 0.46576, -0.37297], [-0.85300, 0.08948, -1.06765], [-0.82478, -0.20633, -2.57469], [0.12996, 1.09510, 0.61788], [0.90635, -1.92988, -0.94850], [2.18629, -1.84327, 0.16497], [2.26618, 0.34847, -1.70573], [3.20668, -0.01143, 1.17337], [1.92692, 1.27115, 1.04588], [3.35042, 1.18557, -0.00671], [-1.70977, 0.72179, -0.67244], [-1.86771, -0.62209, -2.96648], [-0.99337, 0.68623, -3.20798], [-0.14435, -0.97515, -2.76726], [-4.02725, 0.42156, 5.16135], [-5.40411, 0.36351, 4.45053], [-4.62774, -0.15457, 4.65638]]
}

=====

{
  "formula": "C4H12N2O2",
  "method": "ωB97M-V/def2-TZVPD",
  "lumo_ev": 0.84,
  "largest_force_ha_per_bohr": 0.042,
  "total_energy_ha": -419.55209,
  "homo_ev": -8.882,
  "de_lowest_kj_mol": 253.08,
  "smiles": "CNN(C)C(C)(O)O",
  "elements": ["C", "C", "C", "C", "N", "N", "O", "O", "H", "H", "H", "H", "H", "H", "H", "H", "H", "H", "H", "H"],
  "positions_angstrom": [[1.01575, 0.36047, -0.22092], [0.19137, -1.31017, 1.35387], [0.63470, 1.74835, -0.89251], [-2.10764, -0.49790, -0.38687], [0.05465, 0.01779, 0.77845], [-1.28549, 0.41857, 0.39261], [2.24352, 0.43970, 0.45313], [1.13161, -0.55989, -1.28544], [2.84964, 0.96552, -0.08046], [1.56608, -1.35521, -0.95390], [-1.74647, 0.67176, 1.26244], [1.21706, -1.40923, 1.70248], [-0.49593, -1.38935, 2.19608], [-0.02857, -2.12128, 0.64671], [0.72070, 2.50753, -0.12229], [-0.34669, 1.74967, -1.34987], [1.34413, 1.91817, -1.69813], [-1.53723, -0.79974, -1.26464], [-3.00342, 0.04005, -0.69598], [-2.41778, -1.39481, 0.16526]]
}